[1]
The following is a DFT calculation (the ωB97M-V functional and the def2-TZVPD basis) of a gas-phase ion, C6H10NO (charge +1).

```
! wB97M-V def2-TZVPD RIJCOSX def2/J DEFGRID3
* xyz 1 1
H -1.76960 -0.32282 -0.98291
H 0.72950 -0.21764 -2.06490
C 1.00845 0.91619 0.39551
H 0.40599 -0.85285 1.89849
H 2.34932 0.48589 -0.86905
C 0.17973 -0.11057 -0.19186
H -0.11959 3.06945 3.04972
H -1.22407 -1.09888 1.12636
H 1.25507 -1.67170 -1.05711
N 0.96583 -0.68657 -1.24779
C 0.35838 2.63862 2.21453
C -0.02750 -1.17345 0.93040
H -0.87965 1.15274 -1.57770
H 0.33167 -2.09228 0.64408
O 2.30133 1.25516 -0.27817
C -1.11123 0.45531 -0.68673
C 0.75908 1.84254 1.38132
H -1.58869 1.15117 0.13026
*
```

Properties
Highest occupied orbital energy: -14.652 eV
Kohn-Sham gap: 8.06 eV
Energy above the lowest of the compared OMol25 structures with the same formula, charge and spin: 390.99 kJ/mol



[2]
The following is a DFT calculation (the ωB97M-V functional and the def2-TZVPD basis) of a gas-phase ion, C6H10NO (charge +1).

```
! wB97M-V def2-TZVPD RIJCOSX def2/J DEFGRID3
* xyz 1 1
C 1.67418 -0.94852 -0.32861
H -1.88794 1.36851 1.18058
C 2.66649 -0.00298 0.08239
O 3.86532 0.03971 0.50537
H -1.55831 -1.53576 1.04358
H -2.69756 1.40405 -0.34097
C -1.61257 1.34681 0.06906
C -0.84969 0.08082 -0.38862
H -1.10928 2.20107 -0.18713
C -1.82506 -1.13065 0.03628
H 0.35167 -0.02242 1.40952
N 1.64259 0.66715 -0.36729
H -1.80596 -1.87304 -0.77296
H -2.83398 -0.69635 0.06496
H 4.35013 0.84869 0.34225
C 0.48419 -0.06784 0.29598
H -0.67578 -0.04646 -1.45728
H 1.82156 -1.63280 -1.18710
*
```

Properties
Highest occupied orbital energy: -15.222 eV
Kohn-Sham gap: 10.62 eV
Structure (SMILES): CC(C)[C@H]1[C@@H]2C(O)=[N+]21
Energy above the lowest of the compared OMol25 structures with the same formula, charge and spin: 372.21 kJ/mol



[3]
The following is a DFT calculation (the ωB97M-V functional and the def2-TZVPD basis) of 2 unconnected molecules or ions with the total composition C6H10NO.

```
! wB97M-V def2-TZVPD RIJCOSX def2/J DEFGRID3
* xyz 1 3
H -0.49667 2.36479 1.05169
O 1.31212 -1.65092 0.42928
H -3.18035 -0.11671 -0.03935
H 4.70858 1.13246 -0.86603
H 1.54074 -1.92753 -0.42186
H -2.08196 1.72103 0.17871
C 3.87144 0.70944 -0.43356
C -0.64466 0.22451 0.65301
H -2.96225 -1.75093 -0.73606
C 2.95552 0.02331 0.01944
H 1.79883 -0.04404 1.77197
C -2.59358 -0.73585 -0.72509
N -1.34699 -0.72858 0.07794
C 1.88592 -0.49273 0.71109
H -0.30477 1.79730 -0.55924
H -2.38462 -0.40269 -1.75513
C -0.95176 1.60685 0.35482
H -1.12555 -1.72970 0.28837
*
```

Properties
Highest occupied orbital energy (alpha / beta): -10.952 / -13.830 eV
Kohn-Sham gap (alpha / beta): 6.50 / 7.34 eV
Energy above the lowest of the compared OMol25 structures with the same formula, charge and spin: 211.35 kJ/mol



Repeat the third record exactly.
The following is a DFT calculation (the ωB97M-V functional and the def2-TZVPD basis) of 2 unconnected molecules or ions with the total composition C6H10NO.

```
! wB97M-V def2-TZVPD RIJCOSX def2/J DEFGRID3
* xyz 1 3
H -0.49667 2.36479 1.05169
O 1.31212 -1.65092 0.42928
H -3.18035 -0.11671 -0.03935
H 4.70858 1.13246 -0.86603
H 1.54074 -1.92753 -0.42186
H -2.08196 1.72103 0.17871
C 3.87144 0.70944 -0.43356
C -0.64466 0.22451 0.65301
H -2.96225 -1.75093 -0.73606
C 2.95552 0.02331 0.01944
H 1.79883 -0.04404 1.77197
C -2.59358 -0.73585 -0.72509
N -1.34699 -0.72858 0.07794
C 1.88592 -0.49273 0.71109
H -0.30477 1.79730 -0.55924
H -2.38462 -0.40269 -1.75513
C -0.95176 1.60685 0.35482
H -1.12555 -1.72970 0.28837
*
```

Properties
Highest occupied orbital energy (alpha / beta): -10.952 / -13.830 eV
Kohn-Sham gap (alpha / beta): 6.50 / 7.34 eV
Energy above the lowest of the compared OMol25 structures with the same formula, charge and spin: 211.35 kJ/mol



Question: Among the records above, which one has the highest energy above the lowest of the compared OMol25 structures with the same formula, charge and spin?
Answer: number 1